Entry 1:
Formula: C23H57F13O13P
Source: the Open Molecules 2025 dataset
Level of theory: the ωB97M-V functional and the def2-TZVPD basis

CARTESIAN COORDINATES (ANGSTROEM)
O1 -1.00024 -4.63844 2.12607
C1 0.16676 -4.08934 1.46995
C2 1.05304 -3.41020 2.52102
C3 2.22113 -2.60663 1.91385
C4 3.05080 -1.98431 3.05375
O2 4.19438 -2.66134 3.49816
P1 4.67556 -1.70138 4.91821
O3 3.87457 -0.23359 4.30322
C5 3.45402 -0.51024 2.95167
C6 4.70525 -0.19790 2.07874
C7 4.38755 0.68787 0.85580
C8 3.85951 2.07597 1.22860
F1 2.52000 2.09897 1.07596
F2 4.08204 2.35843 2.51855
C9 4.53049 3.22197 0.43190
F3 4.90356 2.85579 -0.78535
F4 5.66108 3.51911 1.08796
C10 3.73230 4.55192 0.34091
F5 4.59865 5.56586 0.29570
F6 3.04590 4.71086 1.46206
C11 2.72545 4.62360 -0.84979
F7 1.60336 5.17995 -0.38949
F8 2.38481 3.42951 -1.29553
C12 3.15101 5.50804 -2.05020
F9 2.12549 5.48104 -2.90264
F10 3.29656 6.77722 -1.69767
C13 4.37821 5.04760 -2.87279
F11 4.23663 3.82428 -3.30917
F12 5.51182 5.19032 -2.24089
F13 4.42926 5.82785 -3.94816
H1 -1.32810 -3.99184 2.75257
H2 -0.19779 -3.39625 0.70601
H3 0.69386 -4.95334 1.06760
H4 1.48325 -4.19348 3.15106
H5 0.43326 -2.73851 3.12355
H6 2.83296 -3.21474 1.24154
H7 1.76863 -1.80168 1.31811
H8 2.35391 -1.98546 3.91322
H9 5.35906 -2.88991 5.43354
H10 3.51705 -2.13546 5.68636
H11 5.05535 -0.94096 6.11150
H12 5.95968 -1.31755 4.35165
H13 2.55289 0.05210 2.66837
H14 5.05851 -1.16012 1.68908
H15 5.49757 0.18428 2.71376
H16 3.60107 0.18868 0.27997
H17 5.28500 0.73725 0.23469
C14 8.52528 2.24281 -1.19436
O4 7.58493 1.77555 -0.23885
H18 8.68289 1.45364 -1.92609
H19 8.14566 3.13284 -1.70683
H20 9.48002 2.47892 -0.71533
H21 7.44721 2.47799 0.40187
C15 4.33483 10.39166 -2.24955
O5 3.32985 9.54222 -2.78873
H22 4.44862 11.24250 -2.91725
H23 4.04556 10.75431 -1.25924
H24 5.29071 9.86468 -2.18052
H25 3.23498 8.79330 -2.19480
C16 -4.08733 -4.31336 -0.41932
O6 -2.87276 -5.04381 -0.48852
H26 -4.73405 -4.63492 -1.23256
H27 -4.58975 -4.50449 0.53372
H28 -3.88732 -3.24291 -0.52630
H29 -2.31917 -4.74022 0.24242
C17 -2.48176 0.04878 -0.88266
O7 -2.25560 -1.02638 0.01868
H30 -1.51642 0.45072 -1.18199
H31 -3.01477 -0.30413 -1.77052
H32 -3.06305 0.83406 -0.39332
H33 -3.11549 -1.36910 0.27509
C18 2.00644 2.08530 6.80576
O8 1.69780 1.70847 5.47640
H34 1.13613 2.58882 7.22634
H35 2.23658 1.20472 7.41282
H36 2.85837 2.77268 6.82679
H37 2.47961 1.26405 5.12221
C19 -7.37309 -6.33952 -1.37193
O9 -7.94504 -5.17292 -0.79825
H38 -6.41568 -6.52101 -0.88830
H39 -8.02541 -7.20329 -1.20957
H40 -7.21482 -6.19261 -2.44347
H41 -8.79120 -5.02260 -1.23702
C20 -9.89957 -3.79338 -4.01775
O10 -9.65357 -4.88072 -3.13585
H42 -8.94459 -3.39604 -4.35223
H43 -10.46682 -4.14200 -4.88062
H44 -10.45457 -3.00763 -3.49876
H45 -10.51499 -5.21414 -2.85928
C21 -6.05347 1.83825 -0.63211
O11 -5.90839 0.52795 -0.09484
H46 -5.50121 1.87959 -1.56774
H47 -7.10584 2.06012 -0.82974
H48 -5.64610 2.58506 0.05454
H49 -6.39654 0.49754 0.73103
C22 3.88823 -0.78413 -2.48386
O12 2.73883 -0.30027 -1.79582
H50 4.65341 -1.00625 -1.74387
H51 3.65043 -1.69724 -3.03640
H52 4.27014 -0.02804 -3.17604
H53 2.06958 -0.10532 -2.45547
C23 -13.20474 -4.69970 -5.06859
O13 -12.86590 -5.21610 -3.77972
H54 -12.44493 -3.98326 -5.36074
H55 -13.23522 -5.50956 -5.80155
H56 -14.17483 -4.19831 -5.03198
H57 -13.54720 -5.84896 -3.54240

Calculated values
spin multiplicity	1
charge	-1
F_max	3.2	eV/A
LUMO energy	0.0494	hartree

Mulliken atomic charge list, values in e, 99 entries: O -0.55; C -0.30; C -0.75; C -0.61; C -0.93; O -0.56; P -0.53; O -0.50; C 1.13; C -1.80; C -0.21; C 1.35; F -0.33; F -0.40; C 0.58; F -0.27; F -0.42; C 0.50; F -0.30; F -0.30; C 0.52; F -0.33; F -0.22; C 0.62; F -0.31; F -0.31; C 0.69; F -0.24; F -0.22; F -0.29; H 0.33; H 0.27; H 0.25; H 0.19; H 0.52; H 0.37; H 0.22; H 0.44; H 0.03; H 0.00; H 0.06; H -0.07; H 0.58; H 0.41; H 0.34; H -0.23; H 0.59; C -0.59; O -0.33; H 0.23; H 0.18; H 0.28; H 0.24; C -0.53; O -0.50; H 0.23; H 0.26; H 0.24; H 0.35; C -0.16; O -0.53; H 0.14; H 0.26; H -0.06; H 0.31; C -0.44; O -0.44; H 0.20; H 0.25; H 0.18; H 0.24; C -0.61; O -0.51; H 0.23; H 0.25; H 0.24; H 0.33; C -0.56; O -0.51; H 0.24; H 0.29; H 0.23; H 0.34; C -0.48; O -0.53; H 0.31; H 0.09; H 0.27; H 0.29; C -0.58; O -0.46; H 0.21; H 0.30; H 0.27; H 0.28; C -0.60; O -0.38; H 0.25; H 0.32

=====

Entry 2:
Formula: C23H57N4O4P
Source: the Open Molecules 2025 dataset
Level of theory: the ωB97M-V functional and the def2-TZVPD basis

CARTESIAN COORDINATES (ANGSTROEM)
C1 3.87056 -0.23972 1.99483
C2 2.54070 -0.18862 2.74242
C3 1.31144 -0.41310 1.84059
C4 0.40178 0.80673 1.66947
O1 -0.88995 0.38030 2.12300
O2 -1.73225 1.52496 1.83085
C5 -3.02066 1.17476 1.73002
O3 -3.78751 1.84543 1.11509
O4 -3.33049 0.04792 2.40159
P1 -4.81535 -0.61937 2.08490
N1 -5.07069 -1.16950 0.67186
H1 3.91183 -1.11119 1.33692
H2 4.70295 -0.32220 2.69854
H3 4.02970 0.65086 1.38131
H4 2.56890 -0.95864 3.51636
H5 2.44820 0.77099 3.25872
H6 1.63347 -0.74483 0.85066
H7 0.69715 -1.21904 2.24872
H8 0.31681 1.13303 0.63021
H9 0.73230 1.65238 2.27979
H10 -4.79682 -1.50087 3.17201
H11 -5.62124 0.44087 2.49343
H12 -5.06808 -2.18011 0.61128
C6 -2.02086 0.03001 -1.25680
C7 -1.96672 1.50705 -1.61384
N2 -0.63449 1.97146 -1.97436
C8 -0.53639 3.41920 -2.05314
C9 -1.34682 4.14148 -3.13641
C10 0.01654 1.22964 -3.04330
C11 -0.70871 1.13295 -4.39317
H13 -1.33928 -0.20028 -0.43334
H14 -3.03384 -0.22993 -0.94209
H15 -1.76769 -0.61203 -2.10253
H16 -2.28349 2.08076 -0.74232
H17 -2.71487 1.70639 -2.39721
H18 0.52154 3.67372 -2.16923
H19 -0.84029 3.80971 -1.07706
H20 -0.91078 4.01869 -4.12738
H21 -1.37356 5.21121 -2.92014
H22 -2.37803 3.78818 -3.17120
H23 0.19837 0.21487 -2.68219
H24 1.00554 1.67310 -3.18850
H25 -1.77155 0.92114 -4.26070
H26 -0.28417 0.31783 -4.98273
H27 -0.61980 2.04532 -4.98141
C12 7.79745 -0.98896 4.40876
C13 7.01156 0.22152 4.88700
N3 5.77748 -0.12970 5.57140
C14 4.89480 1.00409 5.78312
C15 5.35296 2.12605 6.72199
C16 5.91186 -1.04962 6.69057
C17 6.82795 -0.63499 7.84912
H28 7.18215 -1.62019 3.76564
H29 8.66752 -0.65996 3.83929
H30 8.16246 -1.59688 5.23709
H31 6.72536 0.82202 4.01795
H32 7.67569 0.85945 5.49174
H33 3.93515 0.61444 6.13582
H34 4.69945 1.43534 4.79536
H35 5.28344 1.83864 7.77047
H36 4.71732 3.00206 6.58029
H37 6.38076 2.43018 6.51940
H38 6.26376 -2.00597 6.29825
H39 4.90440 -1.24102 7.06923
H40 7.76436 -0.20812 7.48582
H41 7.07934 -1.50964 8.45173
H42 6.36120 0.09516 8.50872
C18 -5.15611 -0.03891 -4.03575
C19 -4.47436 -1.36348 -4.33482
N4 -5.33944 -2.33596 -4.98208
C20 -4.77198 -3.67209 -5.02372
C21 -3.50324 -3.89544 -5.85658
C22 -5.99590 -1.88360 -6.19811
C23 -5.10878 -1.39868 -7.35294
H43 -6.03451 -0.18161 -3.40541
H44 -4.45441 0.60694 -3.50498
H45 -5.46028 0.48974 -4.94030
H46 -4.14985 -1.80592 -3.38827
H47 -3.55474 -1.16116 -4.90921
H48 -5.55381 -4.35234 -5.37395
H49 -4.56037 -3.95848 -3.98886
H50 -3.70982 -3.90726 -6.92618
H51 -3.06086 -4.85941 -5.59757
H52 -2.75284 -3.12752 -5.66374
H53 -6.67906 -1.07570 -5.92792
H54 -6.63190 -2.70315 -6.54328
H55 -4.30258 -0.75602 -6.99473
H56 -5.70522 -0.81410 -8.05595
H57 -4.65980 -2.22128 -7.90798

Calculated values
spin multiplicity	1
F_max	0.5	eV/A
LUMO energy	0.0299	hartree

Charge distribution, Mulliken scheme, values in e: C -1.05; C -0.18; C -0.72; C 0.28; O -0.30; O -0.16; C 0.76; O -0.50; O -0.26; P 0.18; N -0.53; H 0.44; H 0.05; H 0.31; H 0.28; H 0.20; H 0.34; H 0.33; H -0.31; H 0.40; H 0.07; H 0.10; H 0.23; C -0.91; C -0.43; N 0.35; C -0.70; C -1.06; C -0.82; C -0.80; H -0.01; H 0.28; H 0.46; H 0.52; H -0.09; H 0.45; H 0.34; H 0.24; H 0.41; H 0.26; H 0.30; H 0.52; H 0.06; H 0.40; H 0.26; C -1.44; C -0.48; N 0.26; C -0.61; C -1.22; C -0.76; C -0.98; H 0.28; H 0.45; H 0.30; H 0.49; H 0.35; H 0.41; H 0.30; H 0.26; H 0.44; H 0.27; H 0.41; H 0.39; H 0.25; H 0.37; H 0.27; C -1.16; C -0.33; N 0.13; C -0.66; C -0.97; C -0.72; C -0.91; H 0.36; H 0.08; H 0.36; H 0.41; H 0.18; H 0.36; H 0.39; H 0.24; H 0.39; H 0.24; H 0.36; H 0.41; H 0.21; H 0.37; H 0.28